Record 1
Formula: H36NO16
Source: OMol25
Level of theory: the ωB97M-V functional and the def2-TZVPD basis

Each atom is followed by the atoms it is bonded to, with distances in Å.
Atoms and positions in Å:
1 N -0.139 -0.055 -0.178  H2 0.997, H3 1.007, H4 0.999, H5 1.020
2 H -0.948 -0.154 -0.752  N1 0.997
3 H -0.428 0.431 0.655  N1 1.007
4 H 0.543 0.438 -0.717  N1 0.999
5 H 0.285 -0.962 0.018  N1 1.020
6 O 2.256 1.736 -2.388  H7 0.966, H8 0.945
7 H 1.998 1.565 -3.303  O6 0.966
8 H 1.476 2.210 -2.145  O6 0.945
9 O 0.165 1.237 3.161  H10 0.960, H11 0.955
10 H 0.381 1.649 4.001  O9 0.960
11 H -0.787 1.161 3.154  O9 0.955
12 O -2.238 -2.181 0.236  H13 0.976, H14 0.959
13 H -1.988 -3.122 0.301  O12 0.976
14 H -3.162 -2.138 -0.018  O12 0.959
15 O -0.332 2.951 -1.361  H16 0.906, H17 0.979
16 H -1.043 2.641 -1.830  O15 0.906
17 H -0.079 3.775 -1.825  O15 0.979
18 O -3.958 0.065 -1.733  H19 0.961, H20 0.973
19 H -3.470 0.731 -1.241  O18 0.961
20 H -4.249 -0.617 -1.103  O18 0.973
21 O 0.698 -1.479 3.630  H22 0.948, H23 0.958
22 H 0.274 -0.697 3.302  O21 0.948
23 H 0.331 -2.179 3.088  O21 0.958
24 O 0.566 -2.826 -1.368  H25 0.937, H26 1.008
25 H 0.999 -2.201 -1.916  O24 0.937
26 H -0.346 -2.989 -1.766  O24 1.008
27 O 1.906 1.760 0.885  H28 0.957, H29 0.970
28 H 1.542 1.693 1.767  O27 0.957
29 H 2.809 1.423 0.991  O27 0.970
30 O 2.074 -1.348 -3.136  H31 0.990, H32 0.955
31 H 1.404 -1.357 -3.865  O30 0.990
32 H 2.141 -0.406 -2.996  O30 0.955
33 O -0.692 -0.341 -3.115  H34 0.963, H35 0.989
34 H -0.935 0.585 -3.220  O33 0.963
35 H -1.532 -0.834 -3.284  O33 0.989
36 O 1.134 -3.068 1.279  H37 0.940, H38 0.941
37 H 0.370 -3.574 1.489  O36 0.940
38 H 1.177 -3.103 0.340  O36 0.941
39 O -2.643 1.726 -0.027  H40 0.973, H41 0.928
40 H -2.608 1.908 0.928  O39 0.973
41 H -2.702 2.574 -0.399  O39 0.928
42 O -1.706 -0.664 2.366  H43 0.943, H44 0.968
43 H -2.478 -0.139 2.496  O42 0.943
44 H -1.853 -1.282 1.636  O42 0.968
45 O 2.801 -0.534 2.400  H46 0.955, H47 0.983
46 H 2.634 -0.945 1.554  O45 0.955
47 H 2.055 -0.875 2.941  O45 0.983
48 O 2.811 -0.956 -0.403  H49 0.955, H50 0.903
49 H 3.508 -0.415 -0.768  O48 0.955
50 H 3.100 -1.806 -0.498  O48 0.903
51 O -0.366 3.608 1.328  H52 0.948, H53 0.989
52 H 0.018 3.076 0.644  O51 0.948
53 H -0.798 4.308 0.779  O51 0.989

Calculated values
Frontier orbital gap   8.52 eV
Net charge   +1
HOMO   -0.4454 Ha

***

Record 2
Formula: H36O18
Source: OMol25
Level of theory: the ωB97M-V functional and the def2-TZVPD basis

Each atom is followed by the atoms it is bonded to, with distances in Å.
Atoms and positions in Å:
1 O 0.745 5.407 -1.738  H2 0.909, H3 0.908
2 H 0.167 4.893 -1.261  O1 0.909
3 H 1.409 5.143 -2.298  O1 0.908
4 O 3.199 -4.220 -1.488  H5 0.916, H6 1.036
5 H 2.778 -3.571 -1.979  O4 0.916
6 H 4.208 -4.007 -1.580  O4 1.036
7 O 1.064 -3.543 -3.019  H8 1.005, H9 0.921
8 H 1.541 -2.775 -3.459  O7 1.005
9 H 0.625 -3.987 -3.695  O7 0.921
10 O -0.632 1.651 -0.345  H11 0.985, H12 0.883
11 H -0.662 0.736 -0.705  O10 0.985
12 H -0.149 2.092 -0.939  O10 0.883
13 O -0.838 -0.469 -4.902  H14 1.130, H15 0.890
14 H -0.708 -1.464 -4.382  O13 1.130
15 H -1.189 0.004 -4.235  O13 0.890
16 O 2.852 -3.631 1.537  H17 0.964, H18 1.083
17 H 2.998 -3.985 0.653  O16 0.964
18 H 2.068 -4.242 1.965  O16 1.083
19 O -0.554 3.163 -2.394  H20 0.987, H21 0.942
20 H -1.433 3.610 -2.405  O19 0.987
21 H -0.562 3.273 -3.330  O19 0.942
22 O 4.041 0.595 -2.162  H23 0.920, H24 1.072
23 H 3.548 0.231 -2.848  O22 0.920
24 H 3.518 0.336 -1.262  O22 1.072
25 O -3.140 1.842 0.448  H26 0.862, H27 0.926
26 H -3.081 1.646 1.285  O25 0.862
27 H -2.333 2.041 0.041  O25 0.926
28 O -1.563 4.688 2.589  H29 0.978, H30 1.022
29 H -0.915 5.420 2.603  O28 0.978
30 H -1.148 3.754 2.563  O28 1.022
31 O 1.320 0.665 3.137  H32 0.955, H33 1.119
32 H 0.465 0.923 2.798  O31 0.955
33 H 1.599 -0.036 2.311  O31 1.119
34 O -2.869 -2.686 1.800  H35 1.013, H36 0.908
35 H -3.189 -1.846 2.267  O34 1.013
36 H -3.128 -2.739 0.931  O34 0.908
37 O -2.236 -1.465 -2.500  H38 1.003, H39 1.050
38 H -1.695 -2.296 -2.344  O37 1.003
39 H -3.111 -2.000 -2.274  O37 1.050
40 O -0.987 -3.449 -0.606  H41 1.003, H42 1.068
41 H -1.257 -4.291 -0.133  O40 1.003
42 H 0.062 -3.576 -0.451  O40 1.068
43 O -2.021 0.516 3.768  H44 1.021, H45 1.028
44 H -2.436 1.197 4.404  O43 1.021
45 H -1.097 0.831 3.444  O43 1.028
46 O 3.481 1.332 4.743  H47 0.881, H48 0.956
47 H 3.060 0.761 5.266  O46 0.881
48 H 3.524 0.985 3.853  O46 0.956
49 O 3.541 -1.293 2.651  H50 1.015, H51 1.000
50 H 3.650 -2.070 2.006  O49 1.015
51 H 2.981 -1.825 3.287  O49 1.000
52 O -5.463 1.369 -1.212  H53 0.941, H54 1.029
53 H -4.690 0.887 -0.979  O52 0.941
54 H -4.948 2.180 -1.580  O52 1.029

Calculated values
Frontier orbital gap   9.67 eV
HOMO   -0.3867 Ha

***

Question: frontier orbital gap of number 2 (H36O18)?
Answer: 9.67 eV

***

Question: frontier orbital gap of number 1 (H36NO16)?
Answer: 8.52 eV

***

Question: Among the records above, which one has the highest HOMO?
Answer: H36O18